# 1
C10H19NO | ωB97M-V with the def2-TZVPD basis set

Calculated values
E_HOMO	-9.354	eV
total charge	0
energy above the lowest of the compared OMol25 structures with the same formula, charge and spin	318.6	kJ/mol

Geometry (Å):
C -3.2539 1.2297 1.1632
C -2.5156 0.6890 -0.0752
C -1.6979 -0.6206 0.0329
C -3.3630 -0.1557 -1.0446
C -4.8464 -0.2265 -0.7674
C 1.6094 -1.1183 1.2488
C 2.3490 -1.2666 0.1393
C 3.8364 -1.1641 0.0318
C 3.7510 1.1633 -0.5641
C 5.1891 0.9031 -0.4772
H -3.5187 0.4405 1.8664
H -4.1684 1.7520 0.9112
H -2.6264 1.9513 1.6819
H -1.9797 1.5210 -0.5572
H -0.7212 -0.5779 -0.4777
H -1.5485 -0.9965 1.0653
H -3.1485 0.1088 -2.1038
H -5.0265 -0.5160 0.2855
H -5.3043 -0.9718 -1.4060
H -5.3410 0.7289 -0.9433
H 0.5352 -1.3170 1.1787
H 1.9837 -0.7586 2.1994
H 1.8044 -1.3807 -0.8083
H 4.2373 -0.9482 1.0509
H 4.2556 -2.1370 -0.2846
H 3.2564 1.7387 -1.3580
H 3.2409 1.2716 0.4182
H 5.8041 1.3262 -1.2776
H 5.6171 0.8534 0.5277
N 4.2491 -0.1478 -0.9303
O -2.6586 -1.3743 -0.7261

***

# 2
C10H19NO2S | ωB97M-V with the def2-TZVPD basis set

Calculated values
E_HOMO	-8.684	eV
total charge	0
energy above the lowest of the compared OMol25 structures with the same formula, charge and spin	686.7	kJ/mol
SMILES string	CC[S@](=O)(O)=NC(C)C.C#C/C=C/C

Geometry (Å):
C 3.3871 -2.2858 0.5706
C 2.6804 -0.9788 0.7783
S 0.9299 -1.0609 0.2861
O 0.3327 -2.0760 1.0036
O 1.2314 -1.4569 -1.3139
N -0.0265 0.1055 0.2253
C 0.0297 1.4675 -0.2369
C 0.8444 1.5264 -1.5948
C 0.3323 2.4695 0.8250
H 4.2797 -2.1561 0.0794
H 3.5158 -2.7537 1.4917
H 2.7869 -2.9103 -0.0103
H 2.9997 -0.0482 0.1121
H 2.6403 -0.7088 1.7862
H 0.3448 -1.6095 -1.6631
H -1.0104 1.5813 -0.4698
H 0.2688 1.1280 -2.3650
H 1.2993 2.4914 -1.7989
H 1.6420 0.8340 -1.6794
H 1.2463 2.0720 1.2960
H -0.4647 2.4029 1.5474
H 0.5371 3.3330 0.3350
C -1.4657 -1.4213 -2.4396
C -1.9776 -1.1611 -1.3828
C -2.5046 -0.9894 -0.0885
C -3.4697 -0.1316 0.2317
C -4.2390 -0.2485 1.5125
H -0.9764 -1.7071 -3.3356
H -1.9681 -1.4279 0.6737
H -3.9928 0.6317 -0.5245
H -5.2279 -0.7870 1.2659
H -4.5470 0.7939 1.9314
H -3.6604 -0.6987 2.2728

***

# 3
C10H20BI2N2O | ωB97M-V with the def2-TZVPD basis set

Calculated values
E_HOMO	-12.748	eV
total charge	+1
energy above the lowest of the compared OMol25 structures with the same formula, charge and spin	44.8	kJ/mol
SMILES string	CCCCN[N+]1=C(I)[C@@H](I)[C@@H](B(O)CC)C1

Geometry (Å):
C 3.5513 0.7134 1.0169
C 2.4087 0.6382 -0.0136
C 2.5987 -0.4880 -1.0410
C 2.3062 -1.8841 -0.4944
N 0.9281 -2.3578 -0.6771
N -0.0152 -1.6696 0.0538
C -0.2786 -1.8405 1.2866
I 0.6327 -3.2299 2.5228
C -1.3537 -0.9394 1.7480
I -0.8715 0.0717 3.5754
C -1.9054 -0.1856 0.4955
B -1.8209 1.3997 0.3061
O -1.2383 2.2754 1.1776
C -2.4049 1.9880 -1.0443
C -3.8087 1.4427 -1.3795
C -0.8681 -0.6483 -0.5644
H 3.2077 0.4119 1.9984
H 4.4359 0.1610 0.7177
H 3.8562 1.7486 1.1148
H 1.4827 0.4633 0.5328
H 2.3489 1.5791 -0.5468
H 3.6346 -0.4505 -1.3672
H 2.0084 -0.2908 -1.9345
H 2.9265 -2.5866 -1.0384
H 2.6162 -1.9503 0.5421
H 0.6521 -2.4130 -1.6492
H -2.1411 -1.6130 2.0693
H -2.8745 -0.5979 0.2504
H -1.7072 2.3310 2.0287
H -1.7620 1.7446 -1.8909
H -2.4736 3.0644 -0.9457
H -4.5544 1.7184 -0.6408
H -4.1271 1.9022 -2.3086
H -3.8232 0.3703 -1.5473
H -0.2518 0.1870 -0.8896
H -1.3144 -1.0656 -1.4634

***

# 4
C10H20BiN2OP | ωB97M-V with the def2-TZVPD basis set

Calculated values
E_HOMO (alpha / beta)	-4.421 / -4.424	eV
total charge	0

Geometry (Å):
C -0.5304 0.6616 -2.4681
C -1.3958 1.6837 -1.9997
C -0.5846 2.8068 -1.6097
C 0.7825 2.4728 -1.8388
C 0.8306 1.1357 -2.3309
Bi 1.6663 -1.4590 1.0022
P 0.0492 -3.4800 0.9356
H -0.8414 -0.3250 -2.8117
H -2.4814 1.6391 -1.9309
H -0.9422 3.7599 -1.2070
H 1.7215 0.5503 -2.5640
H 1.6506 3.0930 -1.6392
H 0.7151 -4.5553 0.2516
H -1.1469 -3.2588 0.1325
H -0.3342 -3.9314 2.2694
C 2.4814 -0.2521 3.4503
N 1.2522 -0.0448 4.2201
C 1.3907 0.0209 5.6598
C 0.0940 -0.0944 3.5285
O 0.1283 -0.2596 2.2491
N -1.1231 0.0302 4.0840
C -1.4358 0.0509 5.4994
C -2.2590 0.0861 3.1748
H 3.3304 -0.0368 4.0938
H 2.5129 0.4356 2.5879
H 2.5786 -1.3373 3.1618
H 0.8667 0.8999 6.0646
H 1.0428 -0.9035 6.1552
H 2.4578 0.1407 5.8717
H -1.1017 0.9799 5.9808
H -2.5246 0.0152 5.5740
H -1.0333 -0.8207 6.0334
H -2.1864 0.9552 2.5123
H -2.3423 -0.8243 2.5695
H -3.1576 0.1913 3.7923

***

| no. | electronic energy (eV) |
| --- | --- |
| 1 | -14212.33078 |
| 2 | -27092.39482 |
| 3 | -32593.14109 |
| 4 | -30843.81157 |